Entry 1:
C5H6O | ωB97M-V with the def2-TZVPD basis set

```
12
C5H6O | the Open Molecules 2025 dataset | ωB97M-V with the def2-TZVPD basis set
O 2.26 -0.77 0.57
C 1.20 -0.40 0.03
C -0.07 -1.12 0.11
C -1.21 -0.16 0.19
C -0.55 1.17 -0.11
C 0.78 1.04 -0.24
H -0.14 -2.14 0.47
H 1.04 -0.94 -1.18
H -2.05 -0.43 -0.46
H -1.65 -0.15 1.22
H -1.11 2.10 -0.18
H 1.50 1.82 -0.43
```

Computed properties:
* HOMO-LUMO gap: 8.34 eV
* highest occupied orbital energy: -8.769 eV
* max |F|: 2.28 eV/Å
* relative energy (zero: lowest compared OMol25 entry of this formula, charge and spin): 83.2 kcal/mol
* E_tot: -269.2136 Ha

Entry 2:
C5H10N2SSi | ωB97M-V with the def2-TZVPD basis set

```
19
C5H10N2SSi | the Open Molecules 2025 dataset | ωB97M-V with the def2-TZVPD basis set
C 0.76 1.48 -3.11
C 0.42 0.46 -0.89
C -1.26 -1.78 -0.10
C -0.89 0.81 1.95
C 1.49 -1.21 1.47
N 0.64 0.64 -2.07
N 0.25 2.66 -3.10
Si -0.08 -0.48 0.64
S -0.53 3.52 -2.06
H 1.01 1.04 -3.99
H -2.30 -1.40 0.09
H -1.16 -1.80 -1.22
H -1.05 -2.74 0.46
H -1.93 0.97 1.78
H -0.79 0.38 3.06
H -0.18 1.70 2.08
H 1.29 -2.05 2.32
H 2.26 -1.86 0.80
H 2.05 -0.35 1.87
```

Computed properties:
* HOMO-LUMO gap (spin up / spin down): 6.30 / 6.87 eV
* highest occupied orbital energy (spin up / spin down): -6.133 / -8.031 eV
* max |F|: 4.03 eV/Å
* ⟨S²⟩: 2.039
* E_tot: -993.5547 Ha
* 2S+1: 3

Entry 3:
C5H8CuFO4 | ωB97M-V with the def2-TZVPD basis set

```
19
C5H8CuFO4 | the Open Molecules 2025 dataset | ωB97M-V with the def2-TZVPD basis set
C -0.17 2.12 0.10
O 0.79 1.11 -0.21
C -0.41 3.01 -1.10
H -1.12 1.67 0.43
H 0.23 2.70 0.95
H -1.08 3.84 -0.81
H 0.53 3.44 -1.46
H -0.88 2.45 -1.91
C 0.05 -3.11 0.55
O 1.26 -2.85 0.29
C 0.40 -0.27 -0.35
C -0.19 -0.78 0.96
O -0.78 -2.07 0.80
O -0.45 -4.25 0.61
F -0.57 -0.35 -1.35
H 1.33 -0.72 -0.73
H 0.61 -0.81 1.70
H -1.01 -0.14 1.30
Cu 1.47 -4.98 0.21
```

Computed properties:
* HOMO-LUMO gap: 8.20 eV
* highest occupied orbital energy: -9.494 eV
* max |F|: 2.72 eV/Å
* relative energy (zero: lowest compared OMol25 entry of this formula, charge and spin): 0.0 kcal/mol
* E_tot: -2236.6025 Ha

Entry 4:
CHCl3O2S | ωB97M-V with the def2-TZVPD basis set

```
8
CHCl3O2S | the Open Molecules 2025 dataset | ωB97M-V with the def2-TZVPD basis set
C 1.42 -0.13 0.12
O -1.52 0.84 1.24
O -2.15 -1.27 0.04
S -1.36 -0.10 0.18
Cl 2.15 -1.69 0.11
Cl 1.62 1.02 -1.15
Cl -1.49 1.16 -1.69
H 1.33 0.17 1.15
```

Computed properties:
* HOMO-LUMO gap (spin up / spin down): 8.00 / 6.45 eV
* highest occupied orbital energy (spin up / spin down): -10.026 / -9.464 eV
* max |F|: 2.69 eV/Å
* relative energy (zero: lowest compared OMol25 entry of this formula, charge and spin): 46.1 kcal/mol
* E_tot: -1967.8376 Ha

Entry 5:
C17H34OP2Sn | ωB97M-V with the def2-TZVPD basis set

```
55
C17H34OP2Sn | the Open Molecules 2025 dataset | ωB97M-V with the def2-TZVPD basis set
P 1.29 0.72 1.66
P -1.58 -1.59 1.44
C -0.40 1.07 0.89
C -1.66 0.27 1.36
H -0.29 0.90 -0.20
H -0.62 2.14 1.02
H -2.04 0.60 2.35
H -2.46 0.51 0.65
C -1.21 -2.61 0.01
H -1.03 -3.61 0.42
H -0.30 -2.38 -0.57
H -2.04 -2.63 -0.71
C -3.07 -2.44 1.95
H -3.83 -2.40 1.16
H -3.50 -2.03 2.87
H -2.78 -3.49 2.15
C 2.82 1.31 0.65
H 3.68 1.37 1.34
H 2.66 2.34 0.30
H 3.16 0.70 -0.20
C 1.39 2.21 2.75
H 0.73 2.08 3.61
H 1.10 3.11 2.18
H 2.42 2.31 3.10
Sn 1.37 -0.62 -1.22
C -1.50 0.78 -2.04
C -0.72 -0.26 -2.51
C 0.13 -0.14 -3.77
C 0.95 1.13 -3.84
C 1.45 1.45 -2.44
C 0.84 2.43 -1.67
C -0.47 3.05 -1.84
C -1.54 2.19 -2.52
C 2.58 -1.88 0.68
H -2.30 0.56 -1.32
H -1.02 -1.28 -2.24
H -0.49 -0.23 -4.66
H 0.79 -1.03 -3.76
H 1.79 0.93 -4.52
H 0.32 1.92 -4.26
H 2.49 1.11 -2.22
H 1.45 2.98 -0.94
H -0.38 4.01 -2.38
H -0.81 3.29 -0.83
H -2.48 2.64 -2.13
H -1.51 2.38 -3.60
H 1.69 -1.94 1.31
H 3.46 -1.51 1.26
H 2.73 -2.86 0.17
C -0.36 -3.31 3.64
C -0.27 -2.17 2.66
O 0.50 -1.24 3.02
H -0.58 -4.29 3.22
H -1.15 -3.09 4.37
H 0.60 -3.45 4.20
```

Computed properties:
* HOMO-LUMO gap (spin up / spin down): 3.39 / 3.51 eV
* highest occupied orbital energy (spin up / spin down): -3.806 / -3.926 eV
* max |F|: 4.74 eV/Å
* relative energy (zero: lowest compared OMol25 entry of this formula, charge and spin): 83.1 kcal/mol
* E_tot: -1639.9547 Ha

Entry 6:
CH6NO2 | ωB97M-V with the def2-TZVPD basis set

```
10
CH6NO2 | the Open Molecules 2025 dataset | ωB97M-V with the def2-TZVPD basis set
O 0.93 -1.62 -0.01
H 1.06 -2.20 -0.77
H 1.51 -1.91 0.70
H -1.84 -0.25 -0.28
C -0.24 0.78 -0.49
N -0.27 1.35 0.67
O -1.05 -0.16 -0.83
H 0.54 0.80 -1.24
H -0.84 1.01 1.43
H 0.21 2.22 0.80
```

Computed properties:
* HOMO-LUMO gap: 11.27 eV
* highest occupied orbital energy: -15.818 eV
* total charge: +1
* max |F|: 2.54 eV/Å
* relative energy (zero: lowest compared OMol25 entry of this formula, charge and spin): 22.6 kcal/mol
* E_tot: -246.6677 Ha